Here is C15H9Cl3N3OS8SiTl as an isolated structure from the Open Molecules 2025 dataset. Energies are from ωB97M-V with the def2-TZVPD basis set.

Computed properties:
- LUMO energy (alpha / beta): 3.20 / 3.52 eV
- Net charge: -2
- HOMO (alpha / beta): -1.5506 / -1.4374 eV
- Molar mass: 842.62 g/mol

Each line ends with the natural charge from an NBO analysis.
Element x y z (Å)
Tl (-1.5103, -0.3577, -4.2120)  0.471
S (-1.0616, 3.9312, -2.3266)  -0.437
S (-2.3697, 3.4998, -0.9381)  -0.023
S (-3.9490, 2.4249, -1.8416)  -0.022
S (-3.4609, 2.0676, -3.7077)  -0.392
O (3.2839, -5.7278, -3.4356)  -0.614
C (2.5519, -4.8138, -3.7501)  0.169
S (2.9110, -3.1138, -3.4589)  0.314
C (1.4590, -2.4112, -4.1801)  -0.407
C (0.5541, -3.3148, -4.7117)  -0.421
S (-0.9578, -2.9911, -5.4027)  -0.126
S (1.0012, -5.0200, -4.5592)  0.310
S (1.3141, -0.7251, -4.0444)  -0.154
N (1.0756, 0.9672, 3.3430)  -0.552
C (1.0203, 0.8444, 4.7133)  0.169
C (1.9155, 1.1634, 5.7284)  -0.266
C (1.5122, 0.8929, 7.0243)  -0.225
C (0.2569, 0.3238, 7.2937)  -0.242
C (-0.6255, 0.0115, 6.2746)  -0.199
C (-0.2359, 0.2765, 4.9628)  0.071
N (-0.9147, 0.0633, 3.7727)  -0.458
C (-0.1055, 0.4844, 2.8385)  0.404
C (-0.3745, 0.4617, 1.3893)  -0.095
C (0.5518, 0.9348, 0.4702)  -0.197
C (0.2508, 0.8720, -0.8798)  0.059
N (-0.8908, 0.3753, -1.3398)  -0.400
C (-1.7839, -0.0587, -0.4564)  0.056
C (-1.5739, -0.0459, 0.9140)  -0.218
H (1.8341, 1.3392, 2.8018)  0.418
H (2.8843, 1.5999, 5.5204)  0.210
H (2.1764, 1.1265, 7.8472)  0.204
H (-0.0226, 0.1275, 8.3215)  0.204
H (-1.5943, -0.4292, 6.4755)  0.219
H (1.4997, 1.3638, 0.7726)  0.184
H (0.9502, 1.2388, -1.6202)  0.217
H (-2.7155, -0.4311, -0.8703)  0.207
H (-2.3220, -0.4088, 1.6055)  0.232
Cl (0.8229, -0.3391, -7.8654)  -0.487
Si (-0.7857, 0.6637, -6.8812)  0.808
Cl (-2.3328, 0.4300, -8.3640)  -0.504
Cl (-0.2389, 2.7041, -7.2235)  -0.486

Force components x, y, z for each atom (eV/Å):
-0.2 -0.1 0.0
0.1 0.0 0.0
-0.1 0.0 0.0
0.0 -0.1 0.1
-0.1 0.1 0.0
-0.1 0.1 0.0
0.1 -0.1 0.0
0.0 0.0 0.0
0.0 0.2 0.1
-0.2 0.0 0.0
0.2 -0.1 -0.1
0.0 0.0 0.0
0.1 -0.2 -0.1
0.1 0.0 0.1
0.1 0.0 -0.1
0.0 0.0 0.0
-0.1 0.0 0.0
0.0 0.0 -0.1
0.0 0.0 0.0
-0.2 -0.1 0.0
0.1 0.0 0.2
0.0 0.0 -0.2
0.0 0.0 0.2
0.1 0.1 0.0
-0.1 0.0 0.0
0.0 0.0 0.1
0.0 0.0 0.0
-0.1 0.0 0.0
0.0 0.0 0.0
0.0 0.0 0.0
0.0 0.0 0.0
0.0 0.0 0.0
0.0 0.0 0.0
0.0 0.0 0.0
0.0 0.0 0.0
0.0 0.0 0.0
0.0 0.0 0.0
0.0 0.0 -0.1
0.1 0.0 0.0
0.0 0.0 0.0
0.0 0.0 0.0

---

Here is a single CH6SSi molecule from the Open Molecules 2025 dataset. Energies are from ωB97M-V with the def2-TZVPD basis set.

Computed properties:
- LUMO energy: 0.95 eV
- Net charge: 0
- SMILES string: [SiH3]CS
- HOMO: -9.1814 eV
- Molar mass: 78.21 g/mol

Each line ends with the natural charge from an NBO analysis.
Element x y z (Å)
Si (-0.9123, -0.3630, -0.0565)  0.922
C (0.5012, 0.7727, -0.0569)  -0.995
S (1.9972, -0.2014, -0.2571)  0.011
H (-0.8026, -1.4843, 0.7605)  -0.175
H (-1.1768, -0.6782, -1.4540)  -0.156
H (-1.9241, 0.3510, 0.6819)  -0.177
H (0.4889, 1.4937, -0.7719)  0.238
H (0.5117, 1.3755, 1.0224)  0.232
H (1.3168, -1.2660, 0.1317)  0.099

Force components x, y, z for each atom (eV/Å):
-1.0 1.4 -0.8
1.1 0.4 5.1
0.3 0.0 -0.1
0.7 -1.7 0.9
-0.4 -0.3 -0.3
-1.0 0.5 -0.1
-0.3 2.1 -2.2
0.0 -1.5 -2.7
0.6 -0.9 0.1